{
  "formula": "C26H76N4O10",
  "method": "the ωB97M-V functional and the def2-TZVPD basis",
  "gap_ev": 9.56,
  "total_charge": 0,
  "smiles": "COC[C@H](C)N.COC[C@H](C)N.COC[C@H](C)N.COC[C@H](C)N.CC(C)O.CC(C)O.CO.CO.CO.CO",
  "elements": ["C", "O", "C", "C", "C", "N", "H", "H", "H", "H", "H", "H", "H", "H", "H", "H", "H", "C", "O", "C", "C", "C", "N", "H", "H", "H", "H", "H", "H", "H", "H", "H", "H", "H", "C", "O", "C", "C", "C", "N", "H", "H", "H", "H", "H", "H", "H", "H", "H", "H", "H", "C", "O", "C", "C", "C", "N", "H", "H", "H", "H", "H", "H", "H", "H", "H", "H", "H", "C", "C", "C", "O", "H", "H", "H", "H", "H", "H", "H", "H", "C", "C", "C", "O", "H", "H", "H", "H", "H", "H", "H", "H", "C", "O", "H", "H", "H", "H", "C", "O", "H", "H", "H", "H", "C", "O", "H", "H", "H", "H", "C", "O", "H", "H", "H", "H"],
  "positions_angstrom": [[-0.6317, 4.1104, -5.1410], [-1.1157, 2.9254, -4.4541], [-0.1326, 2.0595, -3.8254], [0.9683, 1.5966, -4.8234], [0.5178, 0.6930, -5.9738], [1.8764, 0.8019, -4.0025], [0.1047, 4.5945, -4.4995], [-1.4134, 4.8560, -5.2870], [-0.2261, 3.9439, -6.1389], [0.3439, 2.5423, -2.9722], [-0.7333, 1.2484, -3.4137], [1.4815, 2.4968, -5.1614], [0.0449, 1.3337, -6.7181], [-0.1420, -0.0585, -5.5401], [1.3604, 0.2221, -6.4802], [1.3450, -0.0360, -3.8134], [2.5539, 0.4139, -4.6432], [2.1460, 0.3923, 2.7847], [3.5098, 0.0416, 2.9705], [4.2514, 1.0480, 3.6223], [4.3422, 2.4342, 2.9052], [5.0599, 2.3493, 1.5381], [4.9813, 3.4494, 3.8099], [1.5790, 0.7050, 3.6615], [1.5232, -0.4148, 2.3991], [2.0669, 1.2439, 2.1090], [3.8382, 1.2272, 4.6149], [5.2522, 0.6745, 3.8393], [3.3556, 2.8025, 2.6241], [6.0784, 1.9635, 1.5820], [5.0317, 3.3441, 1.0936], [4.5633, 1.6881, 0.8279], [4.4746, 3.3976, 4.6821], [4.8977, 4.4144, 3.5235], [-1.0031, -3.5016, 0.2413], [-1.4372, -4.8389, 0.2578], [-1.9953, -5.2778, 1.4993], [-2.5393, -6.7099, 1.3834], [-3.8169, -6.6877, 0.5773], [-2.8403, -7.3065, 2.6680], [-0.2924, -3.2044, 1.0125], [-1.8931, -2.8788, 0.3311], [-0.5478, -3.2176, -0.7075], [-1.2013, -5.3014, 2.2457], [-2.7477, -4.5619, 1.8304], [-1.8213, -7.3267, 0.8428], [-3.7053, -6.3618, -0.4569], [-4.5617, -5.9937, 0.9669], [-4.1855, -7.7126, 0.6184], [-3.5841, -6.7016, 2.9857], [-3.4256, -8.1072, 2.4769], [-2.8296, 0.2849, 3.0194], [-3.6292, -0.3075, 4.0314], [-3.3778, 0.2024, 5.3465], [-4.6199, -0.0327, 6.2328], [-5.7604, 0.8543, 5.8220], [-4.2399, 0.0554, 7.6195], [-1.7698, 0.1536, 3.2374], [-3.0252, 1.3509, 2.9028], [-2.9635, -0.2179, 2.0616], [-2.5220, -0.2544, 5.8436], [-3.1308, 1.2633, 5.3071], [-4.9373, -1.0740, 6.1771], [-6.4558, 0.9865, 6.6509], [-6.3766, 0.3932, 5.0501], [-5.3508, 1.8271, 5.5500], [-3.3853, -0.4493, 7.8066], [-4.0044, 0.9826, 7.9435], [-2.4341, 3.8597, -0.8167], [-2.9625, 2.6526, -0.0462], [-3.3608, 1.4866, -0.9351], [-1.9245, 2.2810, 0.7500], [-2.4346, 4.7234, -0.1517], [-3.0192, 4.1238, -1.6976], [-1.4462, 3.6313, -1.2167], [-3.7117, 2.9311, 0.6948], [-4.2346, 1.8080, -1.5019], [-3.6250, 0.5555, -0.4338], [-2.5654, 1.3268, -1.6631], [-1.6160, 3.0016, 1.3042], [0.1229, -3.2432, -5.2639], [0.6818, -2.7957, -3.9173], [2.1966, -2.7520, -3.8893], [0.1182, -1.5694, -3.6902], [-0.9341, -3.0046, -5.3818], [0.2601, -4.3116, -5.4305], [0.7392, -2.7835, -6.0366], [0.4050, -3.5625, -3.1936], [2.5716, -2.4313, -2.9173], [2.5104, -2.0621, -4.6727], [2.6903, -3.7017, -4.0953], [-0.8315, -1.5469, -3.8285], [1.3032, 3.9713, -0.1781], [2.1199, 4.2363, -1.3324], [0.4488, 4.6457, -0.1206], [0.9637, 2.9367, -0.1282], [1.9733, 3.9256, 0.6803], [2.6919, 3.4855, -1.5076], [4.6844, 2.3822, -2.7199], [3.5678, 1.7909, -2.1038], [4.4467, 3.3094, -3.2415], [5.3939, 2.5888, -1.9186], [5.1217, 1.6594, -3.4086], [2.9801, 1.4816, -2.7970], [0.2207, -0.0847, -0.6249], [-0.3118, 0.2605, 0.6791], [0.5546, 0.7196, -1.2803], [1.1402, -0.6449, -0.4548], [-0.5031, -0.6836, -1.1777], [-0.8449, 1.0521, 0.5759], [3.8446, -1.8798, 0.3427], [4.5344, -1.9068, 1.5589], [4.0347, -0.8932, -0.0799], [4.2254, -2.6692, -0.3053], [2.7597, -1.9722, 0.3919], [4.2771, -1.1611, 2.1060]]
}

***

{
  "formula": "C26H77CuO25",
  "method": "the ωB97M-V functional and the def2-TZVPD basis",
  "gap_ev": [4.27, 4.27],
  "multiplicity": 2,
  "s2": 0.7544,
  "total_charge": 1,
  "elements": ["Cu", "C", "C", "O", "H", "H", "H", "H", "H", "C", "C", "O", "O", "H", "H", "H", "H", "H", "H", "C", "C", "O", "O", "H", "H", "H", "H", "H", "H", "C", "C", "O", "O", "H", "H", "H", "H", "H", "H", "C", "C", "O", "O", "H", "H", "H", "H", "H", "H", "C", "C", "O", "O", "H", "H", "H", "H", "H", "H", "C", "C", "O", "O", "H", "H", "H", "H", "H", "H", "C", "C", "O", "O", "H", "H", "H", "H", "H", "H", "C", "C", "O", "O", "H", "H", "H", "H", "H", "H", "C", "C", "O", "O", "H", "H", "H", "H", "H", "H", "C", "C", "O", "O", "H", "H", "H", "H", "H", "H", "C", "C", "O", "O", "H", "H", "H", "H", "H", "H", "C", "C", "O", "O", "H", "H", "H", "H", "H", "H"],
  "positions_angstrom": [[1.0498, 0.6806, 6.9970], [-0.1305, -0.8665, -0.2599], [0.4254, -1.1144, 1.1726], [0.7028, -0.0594, 2.0941], [-1.1791, -0.5690, -0.2496], [-0.1682, -1.8078, -0.8082], [0.4038, -0.1533, -0.8876], [1.2018, -1.8718, 1.0646], [-0.2616, -1.8188, 1.6417], [-7.0359, 6.7315, -2.7049], [-5.4775, 6.6773, -2.4985], [-4.9745, 5.3338, -2.4280], [-7.6449, 6.4043, -1.4910], [-7.4068, 6.0867, -3.5017], [-7.3412, 7.7613, -2.8901], [-5.1969, 7.3616, -1.6978], [-4.9321, 7.2290, -3.2641], [-5.2997, 5.0185, -1.5816], [-7.3753, 7.0457, -0.8295], [-3.7830, -2.2722, 7.2182], [-4.7692, -2.0758, 8.3911], [-4.9434, -0.7549, 8.6907], [-2.4227, -2.2517, 7.7107], [-3.8514, -1.5404, 6.4133], [-4.0139, -3.2088, 6.7106], [-4.4860, -2.6525, 9.2717], [-5.7843, -2.3381, 8.0930], [-4.8297, -0.6493, 9.6380], [-2.1577, -3.0974, 8.0797], [5.5822, 0.1305, 6.3329], [5.6089, 1.6315, 6.8511], [4.4133, 2.4308, 6.8549], [4.6684, -0.6423, 7.0122], [6.6079, -0.2380, 6.3457], [5.3085, 0.0904, 5.2786], [6.4448, 2.1921, 6.4328], [5.8584, 1.5645, 7.9101], [4.7427, 3.3318, 6.8179], [4.9448, -1.5597, 7.0725], [-7.0144, -1.7781, -1.3114], [-7.9670, -0.6583, -1.7636], [-8.2800, -0.6417, -3.1248], [-7.6891, -3.0431, -1.5000], [-6.7974, -1.6126, -0.2561], [-6.1182, -1.8594, -1.9265], [-7.5644, 0.3177, -1.4927], [-8.8380, -0.6029, -1.1106], [-9.1919, -0.9279, -3.2156], [-7.7807, -3.2311, -2.4369], [-3.4026, -7.7112, 1.1398], [-2.4860, -8.6889, 1.9393], [-2.1313, -8.1719, 3.1623], [-4.6752, -7.6455, 1.6705], [-3.4149, -8.1364, 0.1362], [-3.0341, -6.6870, 1.0808], [-1.5374, -8.8439, 1.4251], [-2.8372, -9.7202, 1.9751], [-2.0923, -8.8889, 3.7995], [-5.1862, -7.0169, 1.1552], [4.4151, -7.3770, 2.9768], [4.2178, -6.3611, 4.0864], [5.2388, -6.4544, 5.0872], [5.6645, -7.0653, 2.3136], [3.6306, -7.1791, 2.2464], [4.3737, -8.3927, 3.3701], [3.2689, -6.5776, 4.5770], [4.1199, -5.3527, 3.6843], [6.0475, -6.6285, 4.6001], [5.9173, -7.8380, 1.8031], [-3.7151, 4.1779, 5.5073], [-4.7300, 3.5654, 4.4770], [-4.0849, 3.0787, 3.2698], [-2.9697, 3.1344, 6.2157], [-4.2454, 4.7276, 6.2850], [-3.0407, 4.9050, 5.0550], [-5.6018, 4.1677, 4.2215], [-5.1804, 2.7517, 5.0454], [-3.2262, 2.7607, 3.5581], [-3.4265, 2.9599, 7.0418], [6.5715, 1.1454, -3.3471], [6.0926, -0.3095, -3.0480], [5.7930, -0.7911, -4.3831], [5.5142, 2.1121, -3.5262], [7.2412, 1.1760, -4.2066], [7.1701, 1.4617, -2.4928], [5.1601, -0.4888, -2.5128], [6.8796, -0.8970, -2.5751], [5.1630, -0.2109, -4.8167], [5.0010, 2.2456, -2.7260], [0.7292, 0.6465, -9.0463], [1.3333, 0.8872, -10.4547], [1.6713, 2.2539, -10.6580], [1.6422, 0.6813, -7.9653], [0.4661, -0.4060, -8.9403], [-0.1444, 1.2423, -8.7820], [0.6506, 0.6457, -11.2694], [2.2498, 0.3298, -10.6481], [2.4348, 2.4408, -10.1068], [1.4750, 1.5009, -7.4943], [2.2706, -6.1352, -4.3761], [3.5445, -6.9658, -4.3354], [3.4593, -8.1245, -5.1351], [1.1554, -6.7911, -3.8309], [2.0806, -5.9627, -5.4355], [2.4948, -5.1918, -3.8781], [3.8424, -7.1954, -3.3124], [4.2853, -6.3462, -4.8408], [3.1595, -7.8780, -6.0132], [1.1809, -7.6337, -4.2903], [1.3943, 7.7203, -5.3756], [0.4626, 6.6071, -5.8708], [0.4855, 5.5045, -5.0102], [1.0440, 8.9371, -5.9916], [2.4314, 7.3983, -5.2817], [1.0853, 7.8253, -4.3356], [0.7912, 6.2674, -6.8530], [-0.5848, 6.8806, -5.9984], [-0.1321, 5.6823, -4.2971], [0.1053, 9.1379, -5.9779], [4.0942, 5.7723, 1.4332], [4.8299, 6.9069, 0.6810], [4.0660, 8.1048, 0.8021], [3.1585, 5.1254, 0.6062], [3.5629, 6.1537, 2.3052], [4.7452, 4.9534, 1.7392], [4.8878, 6.5787, -0.3568], [5.8461, 7.0211, 1.0583], [3.2309, 8.0051, 0.3392], [2.7949, 4.3624, 1.0614]]
}

***

no.,calculated total energy (a.u.),largest force on an atom (eV/A)
1,-2007.41747,3.49
2,-4557.49332,3.54